## i
DFT (wB97M-V/def2-TZVPD) results for an isolated ion of composition C6H13NO and charge +1.

Each line ends with the Löwdin spin population.
Element x y z (Å)
C (-0.4190, 0.3274, -0.9426)  0.000
C (-1.5460, -0.4619, -1.4207)  0.002
C (-1.2524, -1.8850, -2.0288)  0.002
C (-0.3810, 0.3115, 0.5619)  0.011
N (0.7695, 0.5800, 1.2257)  0.527
C (2.1876, 0.6061, 0.6216)  0.041
C (0.6305, 1.1762, 2.5388)  0.075
O (-1.3392, 0.1009, 1.3010)  0.232
H (0.5613, -0.2562, -1.2563)  -0.001
H (-0.4066, 1.2491, -1.4055)  -0.003
H (-2.4143, -0.6213, -0.7089)  0.000
H (-2.1333, -0.0302, -2.2650)  0.000
H (-1.8817, -2.0482, -2.9792)  0.001
H (-0.3112, -2.1696, -2.4293)  0.000
H (-1.3503, -2.5835, -1.1608)  0.000
H (2.8312, 0.0481, 1.3302)  0.019
H (2.2519, -0.0322, -0.2709)  -0.001
H (2.6729, 1.6483, 0.5192)  0.023
H (0.1142, 0.3415, 3.1307)  0.045
H (1.5381, 1.6978, 3.0518)  0.002
H (-0.1222, 2.0011, 2.5870)  0.026

Total charge = +1
LUMO (spin up / spin down) = -3.4 / -8.4 eV
Spin multiplicity = 2

***

## ii
DFT (wB97M-V/def2-TZVPD) results for a 2-piece molecular cluster, C6H13NO overall.

Each line ends with the Löwdin spin population.
Element x y z (Å)
C (-0.3996, -1.5314, -2.7122)  0.081
N (-0.8882, -0.4079, -1.9579)  0.673
C (0.0668, 0.5460, -1.4178)  0.068
C (-0.2253, -0.4094, 3.3701)  0.012
C (0.3838, -0.7065, 2.2328)  0.002
C (-0.1078, -0.5490, 0.8482)  -0.003
C (0.5159, 0.2488, -0.0028)  0.066
H (-0.1359, -2.3599, -2.0516)  0.040
H (0.5369, -1.3382, -3.2394)  0.003
H (-1.1474, -1.7284, -3.4809)  0.017
H (-1.7647, -0.5679, -1.4613)  0.013
H (-0.4240, 1.5211, -1.3466)  0.016
H (0.8746, 0.4887, -2.1377)  0.002
H (-0.9661, 0.3809, 3.4789)  0.001
H (0.1899, -0.6406, 4.3442)  0.001
H (1.3750, -1.1491, 2.2790)  0.000
H (-0.9367, -1.2366, 0.6922)  0.000
H (1.4784, 0.6761, 0.2232)  0.007
H (-0.0181, 3.2677, 0.3247)  0.000
H (1.2114, 2.5482, 0.8827)  0.000
O (0.3809, 2.9475, 1.1320)  0.003

Total charge = +1
LUMO (spin up / spin down) = -3.2 / -7.9 eV
Spin multiplicity = 2

***

In order of decreasing stability: i, ii.